Record 1
Density functional theory data (ωB97M-V with the def2-TZVPD basis set) for a 9-piece molecular cluster, C51H93N6O11PS overall.

Computed properties:
Charge ... 0
SMILES string ... CCCCCCCCCCCc1ccc(COC)c2c1N(CC(N)(N)N)c1c(ccc(N)c1P(=N)(O)O)S2.CC(C)=O.CC(C)=O.CC(C)=O.CC(C)=O.CC(C)=O.CC(C)=O.CC(C)=O.CC(C)=O

Element x y z (Å)
C (-3.4143, 7.2392, 1.9536)
C (-2.2199, 6.1053, 2.0804)
C (-2.5016, 5.0324, 3.3037)
C (-3.7131, 4.0394, 2.8179)
C (-3.7032, 2.5481, 3.5114)
C (-2.3431, 1.6600, 3.1602)
C (-2.4053, 0.9998, 1.6567)
C (-1.0775, 1.2829, 0.7283)
C (-0.5964, 2.8735, 0.7488)
C (-0.3089, 3.4566, -0.7897)
C (1.2386, 3.1099, -1.2491)
C (1.3559, 1.9515, -2.4075)
C (0.1912, 1.6675, -3.5643)
C (0.3164, 0.5115, -4.7244)
C (1.6615, -0.4469, -4.6976)
C (1.9616, -1.6684, -5.7837)
O (2.0124, -2.9902, -5.1376)
C (0.8389, -3.1605, -4.2609)
C (2.7955, -0.2079, -3.5378)
C (2.7214, 0.9887, -2.3718)
N (3.8390, 1.1973, -1.3281)
C (4.9533, 1.8451, -2.1161)
C (6.4257, 1.8297, -1.3986)
N (7.2270, 2.9710, -2.0610)
N (6.4100, 2.1704, 0.0882)
N (7.2496, 0.5619, -1.7084)
C (4.2395, -0.1158, -0.6955)
C (4.5694, -1.5139, -1.5523)
C (5.0176, -2.9366, -0.8723)
C (5.1559, -3.0474, 0.7718)
C (4.8249, -1.6861, 1.6302)
N (4.9063, -1.7950, 3.1658)
C (4.3709, -0.2328, 0.9378)
P (4.0005, 1.1836, 2.1927)
N (5.2940, 1.3238, 3.1817)
O (2.5257, 0.7285, 3.0203)
O (3.7202, 2.7365, 1.4548)
S (4.3363, -1.3345, -3.4408)
H (-3.6171, 7.5270, 0.8287)
H (-3.0752, 8.2193, 2.5356)
H (-4.4055, 6.8237, 2.4201)
H (-1.1504, 6.6228, 2.1674)
H (-2.1948, 5.5376, 1.0329)
H (-2.8170, 5.5879, 4.3053)
H (-1.4787, 4.4956, 3.5217)
H (-4.7373, 4.5597, 3.1381)
H (-3.7268, 4.0124, 1.6392)
H (-4.6101, 1.9497, 3.0349)
H (-3.9240, 2.6259, 4.6619)
H (-1.3945, 2.3173, 3.3682)
H (-2.3056, 0.7650, 3.9485)
H (-3.3672, 1.3122, 1.0518)
H (-2.4808, -0.1802, 1.8157)
H (-1.2782, 0.9745, -0.4062)
H (-0.1450, 0.6466, 1.1089)
H (0.3763, 2.9703, 1.3987)
H (-1.4881, 3.4763, 1.2107)
H (-0.4103, 4.6295, -0.7060)
H (-1.1310, 2.9940, -1.4853)
H (1.7806, 2.6875, -0.2917)
H (1.7615, 4.1042, -1.5772)
H (-0.7894, 2.3349, -3.5624)
H (-0.4830, 0.2922, -5.5636)
H (1.0296, -1.6966, -6.5235)
H (2.9634, -1.5336, -6.3764)
H (-0.1292, -2.5885, -4.6358)
H (0.5533, -4.3182, -4.3189)
H (1.0875, -2.9212, -3.1407)
H (5.0771, 1.4483, -3.2180)
H (4.6526, 2.9951, -2.2295)
H (6.7236, 3.8801, -1.9595)
H (7.2419, 2.7381, -3.0940)
H (7.2638, 2.7917, 0.2141)
H (6.7079, 1.2638, 0.5577)
H (7.1059, 0.3062, -2.7178)
H (8.2691, 0.7752, -1.6042)
H (5.1974, -3.8501, -1.5825)
H (5.4637, -4.0765, 1.2586)
H (4.7323, -2.8302, 3.3336)
H (5.8957, -1.6428, 3.4611)
H (4.8883, 1.1018, 4.1400)
H (2.4009, 1.2687, 3.8548)
H (4.4910, 3.3370, 1.7411)
C (0.4689, 9.6149, -0.0652)
C (0.0128, 9.7780, 1.3601)
C (0.9057, 10.5557, 2.2895)
O (-1.0486, 9.2944, 1.7502)
H (-0.2743, 9.0322, -0.6196)
H (0.5684, 10.5953, -0.5380)
H (1.4224, 9.0812, -0.0915)
H (1.0245, 11.5780, 1.9216)
H (1.8785, 10.0639, 2.3682)
H (0.4497, 10.5921, 3.2847)
C (1.0345, -0.3271, 5.6902)
C (1.0470, 0.8348, 6.6473)
C (0.9569, 0.5236, 8.1173)
O (1.1277, 1.9938, 6.2437)
H (1.1057, 0.0477, 4.6637)
H (1.8906, -0.9781, 5.8850)
H (0.1005, -0.8848, 5.7951)
H (1.8095, -0.0895, 8.4203)
H (0.0194, 0.0038, 8.3303)
H (0.9770, 1.4583, 8.6879)
C (-0.8779, -4.6784, 6.2308)
C (-1.0622, -3.8231, 5.0058)
C (-0.9133, -4.4906, 3.6649)
O (-1.3244, -2.6249, 5.0972)
H (-1.0144, -4.0635, 7.1266)
H (-1.6214, -5.4795, 6.2399)
H (0.1319, -5.0962, 6.2438)
H (-1.6584, -5.2832, 3.5596)
H (0.0949, -4.8999, 3.5635)
H (-1.0730, -3.7518, 2.8721)
C (-1.6883, -9.3272, 1.8312)
C (-1.6758, -8.1654, 2.7883)
C (-1.7659, -8.4765, 4.2584)
O (-1.5951, -7.0064, 2.3847)
H (-1.6171, -8.9525, 0.8047)
H (-0.8322, -9.9782, 2.0260)
H (-2.6223, -9.8850, 1.9361)
H (-0.9133, -9.0896, 4.5613)
H (-2.7034, -8.9963, 4.4713)
H (-1.7458, -7.5418, 4.8290)
C (2.6271, -6.9824, -8.7374)
C (2.9248, -6.4902, -7.3463)
C (2.7281, -5.0231, -7.0726)
O (3.3137, -7.2572, -6.4670)
H (2.8135, -8.0604, -8.7885)
H (1.5777, -6.7970, -8.9805)
H (3.2789, -6.4802, -9.4567)
H (1.6833, -4.7504, -7.2415)
H (3.3845, -4.4336, -7.7177)
H (2.9812, -4.8117, -6.0282)
C (-2.9810, -2.0092, -3.7297)
C (-3.4834, -2.5370, -5.0470)
C (-4.3366, -3.7768, -5.0177)
O (-3.2072, -1.9768, -6.1065)
H (-2.3791, -1.1112, -3.9044)
H (-3.8260, -1.7447, -3.0889)
H (-2.3547, -2.7609, -3.2428)
H (-5.2419, -3.5910, -4.4343)
H (-3.7706, -4.6072, -4.5881)
H (-4.6266, -4.0419, -6.0400)
C (-4.4748, -3.3040, -11.1388)
C (-4.9309, -3.1409, -9.7135)
C (-4.0381, -2.3632, -8.7841)
O (-5.9924, -3.6245, -9.3234)
H (-5.2180, -3.8867, -11.6932)
H (-4.3754, -2.3236, -11.6116)
H (-3.5214, -3.8377, -11.1651)
H (-3.9192, -1.3409, -9.1520)
H (-3.0653, -2.8550, -8.7054)
H (-4.4940, -2.3268, -7.7889)
C (-5.6079, 3.2540, 8.0916)
C (-6.1103, 2.7262, 6.7743)
C (-6.9635, 1.4865, 6.8036)
O (-5.8341, 3.2865, 5.7148)
H (-5.0060, 4.1521, 7.9169)
H (-6.4529, 3.5185, 8.7324)
H (-4.9816, 2.5023, 8.5785)
H (-7.8688, 1.6722, 7.3870)
H (-6.3975, 0.6560, 7.2331)
H (-7.2535, 1.2213, 5.7813)

---

Record 2
Density functional theory data (ωB97M-V with the def2-TZVPD basis set) for a 2-piece molecular cluster, C26H20ClF4NO2 overall.

Computed properties:
Charge ... 0
Energy above the lowest of the compared OMol25 structures with the same formula, charge and spin ... 31.5 kJ/mol

Element x y z (Å)
F (-4.3421, 2.7072, 2.9946)
C (-4.2341, 1.3421, 3.1243)
C (-5.4118, 0.5947, 3.1958)
C (-5.2561, -0.7914, 3.2851)
F (-6.3981, -1.5712, 3.3172)
C (-4.0225, -1.4154, 3.3359)
C (-2.8348, -0.6336, 3.3542)
C (-1.5573, -1.2513, 3.5401)
C (-0.3502, -0.5751, 3.3544)
C (0.8710, -1.2239, 3.2337)
C (2.1394, -0.5724, 3.1144)
C (3.3258, -1.3566, 3.0050)
C (4.5647, -0.7378, 2.9707)
F (5.6957, -1.5220, 2.9353)
C (4.7214, 0.6498, 2.9855)
C (3.5512, 1.4065, 3.0316)
F (3.6706, 2.7786, 3.0316)
C (2.2793, 0.8472, 3.0796)
C (-2.9687, 0.7755, 3.1570)
H (-6.3903, 1.0603, 3.1990)
H (-3.9476, -2.5040, 3.3376)
H (-1.5422, -2.3320, 3.7123)
H (-0.3674, 0.5163, 3.3103)
H (0.8734, -2.3137, 3.1550)
H (3.2451, -2.4456, 2.9815)
H (5.7017, 1.1115, 2.9507)
H (1.3990, 1.4880, 3.1142)
H (-2.0926, 1.4039, 2.9927)
C (2.4464, -3.7590, 5.9866)
C (1.1596, -4.2127, 6.6192)
O (0.1506, -3.2321, 6.2549)
C (-1.0527, -3.4861, 6.8200)
C (-2.1279, -2.5646, 6.3733)
N (-3.3030, -2.7969, 6.8451)
C (-4.4531, -2.2468, 6.6095)
C (-5.6790, -2.6440, 7.2565)
C (-6.9134, -2.4102, 6.6120)
C (-8.1155, -2.7172, 7.2326)
C (-8.1040, -3.2803, 8.5200)
Cl (-9.5935, -3.6410, 9.2964)
C (-6.8827, -3.5598, 9.1672)
C (-5.6833, -3.2744, 8.5200)
O (-1.2390, -4.3966, 7.6117)
H (3.2007, -4.5484, 6.0266)
H (2.2912, -3.4725, 4.9424)
H (2.8478, -2.8850, 6.5109)
H (0.8503, -5.1895, 6.2329)
H (1.2468, -4.2708, 7.7095)
H (-1.8483, -1.6785, 5.7878)
H (-4.5174, -1.4583, 5.8483)
H (-6.9068, -2.0069, 5.6015)
H (-9.0709, -2.5335, 6.7388)
H (-6.9091, -3.9965, 10.1674)
H (-4.7306, -3.5181, 8.9892)

---

Record 3
Density functional theory data (ωB97M-V with the def2-TZVPD basis set) for C44H121N11O11 as an isolated structure.

Computed properties:
Charge ... 0
Energy above the lowest of the compared OMol25 structures with the same formula, charge and spin ... 4467.3 kJ/mol

Element x y z (Å)
C (-17.0157, -25.7739, 7.6303)
C (-17.6654, -24.4140, 7.5559)
C (-17.8673, -23.8009, 8.9540)
O (-18.9646, -24.4690, 9.5439)
C (-19.3499, -23.8650, 10.7374)
N (-16.7505, -23.5484, 6.7969)
H (-16.1470, -25.7002, 8.2845)
H (-16.6672, -26.0334, 6.6306)
H (-17.6364, -26.5292, 8.1125)
H (-18.6634, -24.4354, 7.1182)
H (-18.1065, -22.7429, 8.8461)
H (-16.9899, -23.8990, 9.5932)
H (-20.0862, -24.4331, 11.3058)
H (-19.9242, -22.9914, 10.4290)
H (-18.5164, -23.5905, 11.3840)
H (-16.0338, -23.3526, 7.4811)
H (-17.1281, -22.6460, 6.5452)
C (-20.8518, -23.1805, 7.5611)
C (-20.7467, -21.6708, 7.6739)
C (-19.8682, -21.1222, 8.8273)
O (-19.9675, -19.6637, 8.8506)
C (-19.0246, -19.0319, 9.7487)
N (-20.3084, -21.0531, 6.4114)
H (-21.3005, -23.3727, 6.5865)
H (-21.2918, -23.6309, 8.4508)
H (-19.8503, -23.5979, 7.4566)
H (-21.7557, -21.3205, 7.8914)
H (-18.8222, -21.4274, 8.8000)
H (-20.2192, -21.4055, 9.8196)
H (-19.2350, -19.2539, 10.7949)
H (-19.0855, -17.9465, 9.6693)
H (-18.0141, -19.3668, 9.5147)
H (-20.2857, -20.0889, 6.7111)
H (-21.0615, -21.1245, 5.7422)
C (-21.3058, -25.6327, 8.5908)
C (-22.5102, -26.3192, 7.9687)
C (-22.0908, -27.4906, 7.0267)
O (-21.4423, -26.9618, 5.9020)
C (-21.0768, -27.9580, 4.9942)
N (-23.2706, -26.8354, 9.1297)
H (-20.6681, -25.2648, 7.7869)
H (-20.6896, -26.3654, 9.1118)
H (-21.6075, -24.8235, 9.2559)
H (-23.2217, -25.5975, 7.5675)
H (-23.0146, -28.0159, 6.7842)
H (-21.4876, -28.2062, 7.5854)
H (-20.3546, -27.5929, 4.2640)
H (-22.0151, -28.3731, 4.6260)
H (-20.6051, -28.8171, 5.4712)
H (-23.5838, -25.9956, 9.5953)
H (-24.1140, -27.1655, 8.6826)
C (-15.7116, -21.4652, 6.8586)
C (-17.1990, -21.0202, 7.2088)
C (-17.6486, -19.6297, 6.6127)
O (-17.0319, -18.7129, 7.4538)
C (-17.2053, -17.4291, 6.9830)
N (-18.0198, -22.1113, 6.6904)
H (-14.8605, -20.8283, 7.0998)
H (-15.5495, -21.6346, 5.7941)
H (-15.5650, -22.4161, 7.3708)
H (-17.3262, -20.8020, 8.2691)
H (-18.7271, -19.5714, 6.7600)
H (-17.4561, -19.4809, 5.5502)
H (-18.2406, -17.1917, 6.7383)
H (-16.6106, -17.2429, 6.0887)
H (-16.8192, -16.7170, 7.7123)
H (-18.9997, -21.8668, 6.6815)
H (-17.9844, -22.1557, 5.6820)
C (-15.8724, -19.7104, 10.3985)
C (-16.6742, -18.4654, 10.6714)
C (-16.1632, -17.5108, 11.6905)
O (-15.9169, -18.2281, 12.8439)
C (-15.4155, -17.4703, 13.9218)
N (-16.7617, -17.7753, 9.3857)
H (-14.9358, -19.5592, 9.8618)
H (-16.4976, -20.3904, 9.8199)
H (-15.7477, -20.3212, 11.2926)
H (-17.6685, -18.8478, 10.9024)
H (-16.8983, -16.7262, 11.8696)
H (-15.2166, -17.0531, 11.4030)
H (-14.5455, -16.8724, 13.6502)
H (-15.0963, -18.0718, 14.7729)
H (-16.1845, -16.7795, 14.2676)
H (-17.6558, -17.3056, 9.3865)
H (-16.6989, -18.4666, 8.6520)
C (-21.4767, -18.8821, 7.2336)
C (-21.3630, -17.4738, 7.9970)
C (-20.4927, -16.3782, 7.2995)
O (-21.0064, -16.1357, 5.9970)
C (-20.4666, -15.0631, 5.3061)
N (-22.6806, -16.9168, 8.1781)
H (-22.0638, -18.7353, 6.3269)
H (-22.0381, -19.5980, 7.8339)
H (-20.5133, -19.2232, 6.8546)
H (-20.8791, -17.6226, 8.9623)
H (-19.4457, -16.6619, 7.1927)
H (-20.5453, -15.4586, 7.8823)
H (-19.4720, -15.3628, 4.9759)
H (-20.4316, -14.1186, 5.8491)
H (-21.0617, -15.0002, 4.3951)
H (-23.2840, -17.7002, 7.9722)
H (-22.7571, -16.3661, 7.3350)
C (-20.5970, -22.5696, 2.0210)
C (-20.6863, -21.9252, 3.3830)
C (-21.9626, -22.2865, 4.2525)
O (-21.9028, -21.5917, 5.5131)
C (-23.0440, -21.7318, 6.2932)
N (-19.4250, -22.2605, 4.1278)
H (-19.7030, -22.4164, 1.4166)
H (-21.3664, -22.1644, 1.3637)
H (-20.8736, -23.6225, 1.9655)
H (-20.6969, -20.8359, 3.3451)
H (-22.0496, -23.3300, 4.5552)
H (-22.8255, -21.9919, 3.6552)
H (-23.9992, -21.4086, 5.8794)
H (-22.8952, -21.0002, 7.0873)
H (-23.2222, -22.7299, 6.6933)
H (-19.2741, -23.2534, 4.0206)
H (-19.6315, -22.1014, 5.1036)
C (-19.2085, -17.3526, 12.9372)
C (-20.2922, -16.8622, 11.9679)
C (-19.6923, -15.8042, 11.0113)
O (-18.6594, -16.3836, 10.2307)
C (-17.9683, -15.3855, 9.4929)
N (-20.8202, -17.9332, 11.1654)
H (-18.4797, -18.0405, 12.5086)
H (-19.6837, -17.9091, 13.7449)
H (-18.6474, -16.6195, 13.5167)
H (-21.1426, -16.4290, 12.4944)
H (-19.3242, -15.0004, 11.6489)
H (-20.3427, -15.3141, 10.2869)
H (-17.7026, -14.5113, 10.0873)
H (-18.5506, -14.9612, 8.6750)
H (-17.0556, -15.7446, 9.0173)
H (-20.2519, -17.8795, 10.3322)
H (-21.7609, -17.6621, 10.9169)
C (-19.1836, -25.4908, 1.9393)
C (-18.3436, -24.6023, 2.8461)
C (-18.6987, -24.7690, 4.3463)
O (-20.0219, -24.2291, 4.5370)
C (-20.6156, -24.5178, 5.8125)
N (-16.9598, -24.9462, 2.6164)
H (-19.0462, -26.5202, 2.2704)
H (-18.9625, -25.2607, 0.8971)
H (-20.2451, -25.3333, 2.1303)
H (-18.4845, -23.5595, 2.5616)
H (-17.9942, -24.1826, 4.9361)
H (-18.5362, -25.8105, 4.6241)
H (-21.6135, -24.0803, 5.7812)
H (-20.0544, -24.2613, 6.7110)
H (-20.7645, -25.5892, 5.9464)
H (-16.6194, -24.6972, 1.6987)
H (-16.2892, -24.6452, 3.3091)
C (-18.1515, -18.8915, 16.5754)
C (-18.7544, -18.9866, 15.1741)
C (-17.9017, -19.8149, 14.2204)
O (-18.4742, -19.8317, 12.9156)
C (-17.6972, -20.6505, 12.1132)
N (-20.0928, -19.5773, 15.2879)
H (-18.9329, -18.4660, 17.2050)
H (-17.3000, -18.2169, 16.6655)
H (-17.7902, -19.8190, 17.0195)
H (-18.9788, -17.9789, 14.8242)
H (-17.7286, -20.8346, 14.5641)
H (-16.9309, -19.3193, 14.2211)
H (-18.0856, -21.6264, 12.4046)
H (-16.6296, -20.5949, 12.3262)
H (-17.8618, -20.5374, 11.0417)
H (-19.9354, -20.5478, 15.5190)
H (-20.5066, -19.6282, 14.3679)
C (-20.7124, -21.5288, 13.4002)
C (-20.6607, -20.5484, 12.2433)
C (-21.9856, -20.6354, 11.4151)
O (-22.2792, -21.8844, 10.9207)
C (-23.3759, -21.8122, 9.9750)
N (-20.3123, -19.2183, 12.7683)
H (-21.2831, -20.9971, 14.1616)
H (-19.7664, -21.8504, 13.8357)
H (-21.3043, -22.4322, 13.2531)
H (-19.8399, -20.7421, 11.5528)
H (-21.8226, -19.8292, 10.6999)
H (-22.8571, -20.2998, 11.9772)
H (-23.2855, -21.1211, 9.1370)
H (-24.3088, -21.6383, 10.5113)
H (-23.4554, -22.7587, 9.4405)
H (-19.3622, -19.0974, 13.0887)
H (-20.4921, -18.4476, 12.1408)

---

Record order is preserved below.
E_HOMO: -0.2857, -0.2333, -0.2184 Eh